C34H55AlI2NO14 as an isolated structure at a distorted geometry, computed with ωB97M-V/def2-TZVPD.

Calculated values
energy: -3274.59819 hartree
LUMO: 1.84 eV
Kohn-Sham gap: 0.2671 Ha
HOMO energy: -5.4 eV

ORCA input file:
```
! RIJCOSX wB97M-V def2-TZVPD def2/J DEFGRID3
* xyz -1 1
C -1.40 -0.87 1.13
C -2.12 0.45 0.75
N -3.41 0.38 0.62
C -1.39 1.81 0.55
Al 0.57 1.81 1.23
C 1.62 0.56 0.00
I 1.01 0.82 -2.08
C 3.19 0.65 0.22
C 4.00 0.97 -1.08
I 3.91 -1.32 0.93
H -0.76 -0.71 2.02
H -0.80 -1.16 0.23
H -2.15 -1.68 1.29
H -3.77 1.30 0.39
H -1.97 2.56 1.14
H -1.41 2.12 -0.53
H 1.13 3.32 1.23
H 0.53 1.29 2.76
H 1.33 -0.48 0.27
H 3.46 1.43 0.96
H 5.09 1.03 -0.88
H 3.72 1.94 -1.54
H 3.89 0.11 -1.79
O 6.56 1.14 0.55
C 7.27 0.74 1.42
O 8.62 0.65 1.30
C 9.17 0.02 2.47
C 8.13 0.23 3.56
C 6.83 0.22 2.76
H 9.33 -1.04 2.25
H 10.12 0.48 2.72
H 8.17 -0.52 4.34
H 8.27 1.21 4.02
H 6.44 -0.79 2.64
H 6.08 0.87 3.20
O -0.90 3.71 4.63
C -0.97 4.71 4.00
O 0.00 5.14 3.15
C -0.34 6.43 2.63
C -1.85 6.53 2.78
C -2.10 5.71 4.03
H 0.19 7.19 3.22
H -0.03 6.50 1.59
H -2.20 7.56 2.85
H -2.34 6.06 1.93
H -2.01 6.31 4.94
H -3.07 5.21 4.00
O 8.94 -0.99 -5.73
C 7.89 -1.09 -5.16
O 6.69 -1.03 -5.77
C 5.63 -1.08 -4.79
C 6.26 -1.72 -3.58
C 7.70 -1.26 -3.67
H 5.30 -0.06 -4.59
H 4.80 -1.66 -5.18
H 5.77 -1.45 -2.64
H 6.22 -2.81 -3.67
H 7.85 -0.29 -3.18
H 8.40 -2.00 -3.27
O 11.73 -1.48 1.29
C 11.84 -1.61 0.11
O 12.93 -2.16 -0.49
C 12.79 -2.08 -1.92
C 11.30 -1.94 -2.16
C 10.84 -1.17 -0.93
H 13.35 -1.21 -2.27
H 13.20 -2.98 -2.38
H 11.06 -1.44 -3.11
H 10.83 -2.92 -2.18
H 10.92 -0.09 -1.07
H 9.83 -1.44 -0.64
O -9.77 -1.15 1.09
C -8.63 -0.91 1.38
O -7.56 -1.33 0.65
C -6.34 -0.96 1.34
C -6.73 0.19 2.25
C -8.17 -0.15 2.60
H -5.98 -1.83 1.90
H -5.58 -0.67 0.62
H -6.08 0.29 3.11
H -6.70 1.13 1.69
H -8.24 -0.81 3.47
H -8.77 0.75 2.74
O -7.89 2.76 -1.80
C -8.90 2.15 -1.97
O -10.13 2.71 -1.93
C -11.13 1.68 -2.06
C -10.43 0.52 -2.74
C -9.01 0.66 -2.22
H -11.50 1.42 -1.07
H -11.96 2.06 -2.65
H -10.88 -0.44 -2.53
H -10.43 0.67 -3.82
H -8.87 0.14 -1.27
H -8.27 0.33 -2.95
O -9.70 -7.83 -0.58
C -9.48 -6.65 -0.59
O -10.41 -5.72 -0.25
C -9.86 -4.40 -0.48
C -8.36 -4.59 -0.45
C -8.19 -5.99 -1.01
H -10.21 -4.04 -1.45
H -10.20 -3.73 0.30
H -7.83 -3.82 -1.01
H -8.00 -4.55 0.58
H -8.13 -5.99 -2.10
H -7.34 -6.50 -0.58
*
```

A 11-piece molecular cluster, C48H105F6N14O17P3S2 overall at a distorted geometry, computed with ωB97M-V/def2-TZVPD.

Calculated values
energy: -6357.18949 hartree
LUMO: 0.51 eV
Kohn-Sham gap: 0.3012 Ha
HOMO energy: -7.7 eV

ORCA input file:
```
! RIJCOSX wB97M-V def2-TZVPD def2/J DEFGRID3
* xyz 0 1
C 0.35 -2.03 0.50
C -0.18 -0.64 0.06
C 0.80 0.21 -0.82
O 0.37 1.51 -0.98
C 1.34 2.44 -1.56
N -1.52 -0.83 -0.68
H -1.65 -1.64 -1.27
H -2.15 -1.06 0.07
H -2.01 -0.02 -1.02
H -0.46 -2.60 0.95
H 1.04 -1.97 1.34
H 0.74 -2.50 -0.40
H -0.44 -0.01 0.91
H 0.99 -0.26 -1.78
H 1.79 0.17 -0.37
H 2.38 2.20 -1.36
H 1.08 3.46 -1.26
H 1.36 2.46 -2.65
C -1.51 -5.85 -0.43
F -0.30 -5.32 -0.27
F -1.60 -6.63 -1.51
F -1.92 -6.65 0.58
S -2.72 -4.41 -0.66
O -3.96 -5.06 -1.06
O -2.84 -3.66 0.61
N -1.96 -3.33 -1.87
S -2.70 -3.68 -3.09
O -2.57 -5.07 -3.48
O -4.04 -3.13 -3.28
C -1.52 -2.78 -4.29
F -1.39 -3.42 -5.45
F -2.08 -1.57 -4.55
F -0.30 -2.61 -3.79
N 4.35 1.92 3.83
C 3.77 1.05 2.99
C 4.14 1.41 1.68
C 5.15 2.31 1.80
C 5.27 2.67 3.14
H 4.28 1.75 4.82
H 3.10 0.29 3.34
H 3.79 1.00 0.75
H 5.75 2.69 0.99
H 5.93 3.39 3.59
N 2.06 1.88 -7.75
C 0.93 2.48 -7.20
C 1.37 3.07 -6.00
C 2.74 2.84 -5.84
C 3.13 2.15 -6.96
H 2.09 1.28 -8.56
H -0.06 2.32 -7.60
H 0.85 3.66 -5.27
H 3.36 3.17 -5.02
H 4.12 1.78 -7.15
N 0.29 2.96 1.58
C -1.01 3.00 2.01
C -1.04 3.79 3.16
C 0.27 4.09 3.44
C 1.05 3.64 2.44
H 0.56 2.56 0.69
H -1.84 2.50 1.53
H -1.89 3.93 3.81
H 0.67 4.44 4.38
H 2.12 3.60 2.30
O -2.88 1.68 -1.14
P -3.34 2.65 -2.19
N -4.95 2.30 -2.85
C -5.92 3.23 -3.39
C -5.15 1.01 -3.51
N -2.35 2.84 -3.59
C -2.39 4.04 -4.46
C -1.55 1.63 -4.10
N -3.58 4.20 -1.47
C -2.45 5.00 -1.10
C -4.55 4.22 -0.29
H -5.87 4.05 -2.68
H -6.92 2.81 -3.41
H -5.58 3.48 -4.39
H -4.81 1.24 -4.52
H -6.17 0.64 -3.55
H -4.55 0.20 -3.09
H -3.32 4.05 -5.03
H -2.47 4.88 -3.78
H -1.54 4.15 -5.13
H -1.37 0.81 -3.41
H -2.04 1.22 -4.99
H -0.56 2.02 -4.32
H -2.03 4.50 -0.22
H -1.63 5.00 -1.83
H -2.64 6.05 -0.92
H -5.49 3.68 -0.44
H -4.86 5.24 -0.06
H -4.07 3.67 0.51
O 1.36 -2.66 4.97
P 1.41 -4.14 4.98
N 0.90 -4.77 6.49
C 1.00 -6.20 6.82
C 0.00 -4.01 7.39
N 2.91 -4.89 4.55
C 3.94 -5.03 5.55
C 3.41 -4.74 3.15
N 0.24 -4.90 3.93
C 0.31 -6.30 3.50
C -1.11 -4.32 3.84
H 1.95 -6.68 6.56
H 0.18 -6.64 6.25
H 0.76 -6.36 7.87
H 0.02 -4.39 8.41
H -1.03 -3.97 7.03
H 0.38 -2.99 7.37
H 3.45 -5.24 6.50
H 4.63 -5.86 5.46
H 4.47 -4.08 5.68
H 4.06 -3.87 3.13
H 3.81 -5.70 2.80
H 2.57 -4.50 2.50
H 0.10 -6.39 2.43
H 1.23 -6.87 3.63
H -0.37 -6.85 4.15
H -1.11 -3.42 4.45
H -1.88 -5.02 4.17
H -1.29 -4.02 2.81
O -3.12 -0.39 2.26
P -4.61 -0.50 2.54
N -5.08 -1.79 3.52
C -6.48 -2.20 3.53
C -4.20 -2.30 4.61
N -5.53 -0.71 1.09
C -5.21 -1.90 0.21
C -5.95 0.46 0.37
N -5.26 0.87 3.37
C -4.41 1.92 3.81
C -6.64 1.03 3.68
H -7.06 -1.51 4.14
H -6.55 -3.25 3.79
H -6.89 -2.19 2.51
H -4.76 -2.45 5.53
H -3.35 -1.66 4.83
H -3.79 -3.21 4.17
H -4.21 -1.71 -0.18
H -5.15 -2.86 0.73
H -6.01 -2.02 -0.52
H -6.40 1.27 0.94
H -5.11 0.82 -0.22
H -6.78 0.14 -0.25
H -3.63 1.44 4.40
H -4.03 2.44 2.93
H -4.91 2.71 4.37
H -6.85 0.73 4.70
H -7.18 0.41 2.96
H -6.96 2.06 3.55
C 5.62 2.21 -1.76
C 5.73 0.69 -1.90
O 4.40 0.31 -2.24
C 4.18 -0.09 -3.51
O 5.05 -0.27 -4.33
O 2.90 -0.32 -3.57
C 2.23 -0.76 -4.77
H 4.75 2.60 -1.23
H 5.39 2.61 -2.75
H 6.56 2.60 -1.35
H 5.87 0.15 -0.96
H 6.53 0.35 -2.57
H 1.65 -1.66 -4.56
H 2.87 -1.09 -5.60
H 1.43 -0.11 -5.10
C 2.96 6.60 -4.91
C 4.31 6.12 -4.48
O 4.56 6.32 -3.11
C 4.03 5.57 -2.19
O 3.38 4.56 -2.33
O 4.42 6.07 -1.04
C 4.21 5.42 0.21
H 2.75 6.42 -5.97
H 2.68 7.64 -4.72
H 2.23 5.95 -4.42
H 5.09 6.61 -5.05
H 4.39 5.05 -4.68
H 4.38 4.34 0.14
H 3.22 5.53 0.65
H 4.86 5.77 1.01
C 2.83 -4.05 -1.33
C 3.31 -2.66 -1.53
O 4.60 -2.45 -0.85
C 4.65 -2.16 0.51
O 3.69 -1.74 1.16
O 5.90 -2.30 0.86
C 6.24 -1.74 2.14
H 1.88 -4.26 -1.82
H 2.74 -4.38 -0.30
H 3.62 -4.67 -1.75
H 2.49 -2.04 -1.15
H 3.31 -2.55 -2.61
H 5.82 -0.74 2.25
H 7.33 -1.72 2.11
H 6.03 -2.42 2.97
*
```

C10H23O10V as an isolated structure at a distorted geometry, computed with ωB97M-V/def2-TZVPD.

Calculated values
energy: -2091.20519 hartree
LUMO (spin up / spin down): 0.43 / 0.42 eV
Kohn-Sham gap (spin up / spin down): 0.2823 / 0.2849 Ha
relative energy (zero: lowest compared OMol25 entry of this formula, charge and spin): 7.9 kcal per mole
<S²>: 2.01
HOMO energy (spin up / spin down): -7.2 / -7.3 eV

ORCA input file:
```
! RIJCOSX wB97M-V def2-TZVPD def2/J DEFGRID3
* xyz 0 3
V -9.98 4.69 24.90
O -10.47 2.86 25.40
H -10.95 2.53 26.18
O -9.89 6.49 24.04
H -9.71 7.42 23.81
C -7.76 5.11 27.51
O -8.34 4.92 26.27
H -7.65 6.15 27.82
H -8.29 4.72 28.38
H -6.77 4.66 27.53
C -12.91 6.68 22.51
O -13.07 5.31 22.01
C -12.51 4.32 22.72
O -11.84 4.49 23.75
O -12.78 3.20 22.17
C -12.49 1.97 22.82
H -11.84 6.85 22.39
H -13.03 6.89 23.57
H -13.53 7.36 21.94
H -12.63 1.23 22.03
H -13.26 1.87 23.59
H -11.49 1.87 23.24
C -6.52 5.29 22.38
O -6.51 3.89 22.66
C -7.56 3.29 23.11
O -8.67 3.88 23.40
O -7.33 2.00 23.17
C -8.31 1.07 23.60
H -7.26 5.57 21.64
H -5.59 5.75 22.03
H -6.69 5.92 23.25
H -7.83 0.11 23.44
H -9.29 1.21 23.14
H -8.45 1.04 24.68
C -12.05 5.21 28.55
C -12.12 5.83 27.17
O -11.43 5.37 26.23
C -13.19 6.86 26.87
H -12.84 5.57 29.21
H -11.02 5.34 28.88
H -12.24 4.14 28.45
H -14.12 6.35 26.62
H -12.91 7.58 26.10
H -13.20 7.62 27.64
*
```

An isolated ion of composition C4H12N4 and charge +2 at a distorted geometry, computed with ωB97M-V/def2-TZVPD.

Calculated values
SMILES: CN(C)/N=[N+](\C)C=[NH2+]
energy: -377.83794 hartree
LUMO (spin up / spin down): -10.95 / -10.95 eV
Kohn-Sham gap (spin up / spin down): 0.3001 / 0.3001 Ha
relative energy (zero: lowest compared OMol25 entry of this formula, charge and spin): 101.6 kcal per mole
HOMO energy (spin up / spin down): -19.1 / -19.1 eV

ORCA input file:
```
! RIJCOSX wB97M-V def2-TZVPD def2/J DEFGRID3
* xyz 2 1
C 0.42 -1.12 -2.22
N 0.72 -0.48 -0.97
C 2.05 -0.25 -0.52
N -0.50 -0.02 -0.41
N -0.61 0.45 0.83
C 0.46 0.58 1.76
C -1.88 0.73 1.18
N -2.92 0.69 0.42
H 1.00 -2.23 -2.29
H -0.66 -1.32 -2.27
H 0.88 -0.59 -3.01
H 2.52 -0.82 0.30
H 2.68 -0.68 -1.27
H 2.27 0.76 -0.20
H 1.09 -0.32 1.75
H 0.01 0.72 2.67
H 1.09 1.50 1.71
H -2.04 1.28 2.16
H -3.78 0.56 0.90
H -2.81 0.57 -0.54
*
```

C28H67CaN4O8 as an isolated structure at a distorted geometry, computed with ωB97M-V/def2-TZVPD.

Calculated values
energy: -2605.36107 hartree
LUMO: -2.73 eV
Kohn-Sham gap: 0.2533 Ha
HOMO energy: -9.6 eV

ORCA input file:
```
! RIJCOSX wB97M-V def2-TZVPD def2/J DEFGRID3
* xyz 1 1
Ca 2.71 7.18 19.57
C 1.65 4.13 18.48
O 2.71 5.02 18.69
H 0.73 4.46 19.00
H 1.40 4.05 17.41
H 1.87 3.11 18.84
C 5.93 1.04 16.54
C 4.52 1.05 17.17
C 3.96 -0.36 17.34
C 4.53 -1.09 18.55
C 4.27 -0.27 19.81
C 4.85 1.14 19.72
N 4.43 1.72 18.45
O 4.80 3.08 18.34
C 4.23 1.96 20.85
C 6.37 1.08 19.89
C 3.59 1.74 16.17
H 5.96 0.32 15.72
H 6.69 0.68 17.23
H 6.21 2.03 16.21
H 2.88 -0.31 17.48
H 4.05 -0.99 16.45
H 5.59 -1.27 18.40
H 4.05 -2.07 18.63
H 4.67 -0.79 20.68
H 3.19 -0.23 19.98
H 4.46 1.59 21.84
H 4.59 2.99 20.74
H 3.14 2.04 20.72
H 6.86 1.98 19.50
H 6.66 1.05 20.94
H 6.80 0.20 19.43
H 3.65 1.20 15.22
H 3.85 2.78 15.98
H 2.56 1.74 16.54
H 3.98 3.58 18.49
C -3.70 -1.11 25.98
O -3.79 -0.10 25.00
C -3.56 1.19 25.51
C -3.33 2.13 24.35
N -2.02 1.84 23.77
C -1.78 2.53 22.52
C -0.46 2.06 21.95
O -0.59 0.72 21.56
C 0.50 0.24 20.84
H -3.67 -2.07 25.46
H -4.56 -1.13 26.65
H -2.76 -1.04 26.54
H -2.70 1.23 26.18
H -4.44 1.51 26.09
H -3.41 3.16 24.71
H -4.12 1.95 23.60
H -1.95 0.83 23.70
H -1.73 3.60 22.74
H -2.55 2.28 21.78
H 0.33 2.17 22.71
H -0.17 2.69 21.09
H 0.72 0.85 19.95
H 0.35 -0.80 20.57
H 1.43 0.26 21.43
C 0.97 5.26 22.09
O 2.17 5.89 21.65
C 3.32 5.41 22.34
C 4.50 6.28 21.99
N 4.70 6.25 20.53
C 5.84 7.06 20.12
C 5.79 7.23 18.62
O 4.59 7.95 18.26
C 4.89 9.26 17.79
H 0.60 5.77 22.98
H 1.19 4.23 22.36
H 0.25 5.27 21.28
H 3.51 4.38 22.02
H 3.19 5.43 23.42
H 5.38 5.90 22.53
H 4.36 7.31 22.33
H 4.72 5.30 20.17
H 6.81 6.66 20.42
H 5.75 8.07 20.54
H 5.80 6.27 18.09
H 6.66 7.75 18.23
H 5.53 9.79 18.49
H 3.97 9.83 17.68
H 5.37 9.21 16.82
C 0.02 8.41 21.51
O 0.37 7.79 20.27
C -0.22 8.47 19.17
C 0.16 7.80 17.88
N 1.57 8.04 17.56
C 2.06 7.33 16.35
C 1.44 7.81 15.05
O 1.76 9.19 14.96
C 1.34 9.75 13.72
H 0.05 9.50 21.39
H 0.74 8.08 22.25
H -0.98 8.12 21.81
H 0.00 9.55 19.15
H -1.32 8.44 19.26
H -0.52 8.15 17.10
H 0.03 6.71 17.99
H 1.63 9.00 17.23
H 2.00 6.24 16.49
H 3.13 7.48 16.28
H 0.35 7.70 15.04
H 1.90 7.22 14.26
H 1.35 10.83 13.81
H 0.33 9.41 13.48
H 2.01 9.43 12.92
*
```